## A
Below is a 2-piece molecular cluster, C3H12N overall, with properties calculated with ωB97M-V/def2-TZVPD.

```
! wB97M-V def2-TZVPD RIJCOSX def2/J DEFGRID3
* xyz 1 1
H -0.332 1.032 0.756
H -1.537 1.342 -0.457
H 1.770 -0.831 2.058
H 0.496 -0.209 1.471
C 0.189 0.587 -1.509
H -0.625 -1.690 -0.189
H 0.606 1.701 -1.753
H -2.106 -1.066 -0.775
N 1.465 -0.147 1.338
H -1.818 -1.006 1.053
H 1.602 -0.349 0.314
C -0.786 0.566 -0.240
H -0.259 0.360 -2.477
H 1.826 0.793 1.665
C -1.401 -0.882 0.048
H 0.910 -0.201 -1.302
*
```

**LUMO energy**: -0.150 Ha

***

## B
Below is a 2-piece molecular cluster, C3H12N overall, with properties calculated with ωB97M-V/def2-TZVPD.

```
! wB97M-V def2-TZVPD RIJCOSX def2/J DEFGRID3
* xyz 1 1
H 0.348 0.883 1.893
C -0.381 1.125 -0.185
H -0.958 0.634 -2.190
H -1.361 1.075 1.795
H 2.397 -0.844 -0.327
N 1.597 -1.376 0.011
C -0.510 0.646 1.260
H -2.135 0.207 -0.955
H 1.498 -1.233 1.023
H -0.776 -0.856 -1.263
H 1.548 -2.400 -0.028
H -0.746 -0.424 1.359
C -1.072 0.196 -1.198
H -0.848 2.107 -0.250
H 0.738 -1.045 -0.465
H 0.659 1.304 -0.478
*
```

**LUMO energy**: -0.151 Ha

***

Tell me which of them is the most stable. Sure, it is B.

***

## A
Below is a 13-piece molecular cluster, C26H78O26 overall, with properties calculated with ωB97M-V/def2-TZVPD.

```
! wB97M-V def2-TZVPD RIJCOSX def2/J DEFGRID3
* xyz 0 1
O 1.823 -5.170 -2.734
H -4.285 -1.983 3.973
H -0.850 1.014 -6.427
O -2.249 -1.881 3.965
C 3.922 0.272 0.553
O -2.868 -6.331 -2.214
O -0.443 4.225 3.490
C -0.420 1.929 6.956
H 2.475 2.165 5.185
H 1.249 -3.253 -2.467
H 2.342 -3.189 1.904
O -1.396 -1.402 -3.599
C -2.063 -4.403 -1.076
C -2.731 3.026 -2.388
H 1.961 5.006 3.296
O -0.421 1.210 -3.939
H -1.431 -1.751 -2.696
H -0.892 0.383 -3.762
H -0.324 -3.607 -4.032
H 1.017 -0.613 -1.209
H 1.308 7.078 -2.347
O -0.676 -4.636 -1.030
O -3.663 -0.614 1.893
H 3.562 4.137 1.941
C -2.885 4.514 -2.483
O -0.178 -3.662 4.055
H 1.782 -5.781 -3.481
H 4.423 1.667 1.888
H 2.686 5.369 -1.402
C 0.667 -3.850 -4.421
H 4.502 0.301 7.079
C 0.594 0.847 -4.890
H 1.555 1.281 -4.594
H 1.477 5.208 1.571
H 0.224 1.602 7.780
H 4.324 -0.041 4.897
H -2.663 -2.389 1.473
H -3.767 -0.340 0.979
O 2.719 3.682 1.863
H 0.304 0.219 5.792
H -2.448 -3.810 -1.923
H -0.353 3.871 4.382
H 3.326 -0.633 0.694
H 1.835 -3.215 4.191
H -2.342 -3.688 -0.294
C -0.618 0.751 6.054
H 1.023 3.435 -0.811
C 0.210 1.274 -6.291
O -1.394 1.000 4.880
H -3.622 -2.664 -6.651
H -2.683 -0.213 -4.718
H -1.146 -0.014 6.637
H 2.381 1.585 0.134
H 2.839 0.572 -1.267
C 0.977 -3.026 3.541
H -3.941 -5.362 -0.772
H -0.410 0.217 -1.708
C -2.894 -5.642 -0.931
C 1.586 5.330 -1.508
H 0.708 -0.340 2.133
O 2.203 3.222 -2.533
H 2.972 0.785 2.780
H 0.284 3.749 6.879
H 0.028 3.079 1.831
H -2.789 4.914 -1.470
H -0.734 1.125 4.190
H -3.447 -3.494 3.488
O 0.365 -3.480 1.235
H -4.420 -2.106 -4.817
H -4.533 -2.457 1.636
H -4.789 5.030 -2.339
O 2.454 0.797 3.601
O 0.565 -5.089 -5.132
O 3.929 0.943 6.652
H 5.224 1.488 5.104
H -3.208 -3.180 -4.152
H 0.394 -0.199 -7.590
C 1.377 -3.629 2.204
H 2.604 -3.360 -3.529
H 0.254 3.897 -2.286
C 3.225 1.170 -0.434
O 4.108 2.190 -0.875
O 3.959 0.825 1.869
H 1.617 -4.690 2.357
H -0.899 -3.042 3.852
H 2.006 3.467 -3.444
O 0.175 3.019 6.264
H -2.984 2.474 -3.292
H -3.488 1.598 -1.267
H -1.714 2.773 -2.062
H 0.815 -1.953 3.405
C -3.340 -2.293 -4.784
H -0.447 -5.362 -1.621
H 4.921 -0.029 0.227
O 1.318 6.168 -2.653
H 0.504 -4.101 0.511
O 0.947 0.510 -7.257
O -3.484 2.558 -1.237
C -3.578 -2.024 1.951
H -1.009 -0.042 0.882
H -1.400 2.201 7.364
H -3.497 -7.058 -2.182
C 1.668 -3.870 -3.270
H -2.139 4.958 -3.140
C 1.227 3.896 -1.781
O -2.848 -2.559 -6.094
C -2.693 -1.117 -4.106
H 1.308 5.816 -0.569
H 0.735 -0.231 -4.795
H 3.566 2.707 -1.494
H -2.532 -6.340 -0.176
H -3.353 -0.876 -3.258
H -0.121 -5.618 -4.717
O 0.964 -0.423 1.209
C 0.509 3.541 2.697
C 4.264 0.989 5.264
C 1.641 4.498 2.386
O -0.742 -1.666 -0.944
C -0.032 -0.443 -0.929
H 0.875 -3.090 -5.174
H -2.412 -1.098 4.500
C -3.442 -2.405 3.418
H 0.245 2.335 -6.535
H 1.019 2.704 3.189
C -0.043 0.213 0.419
H 3.478 2.481 3.849
H -0.385 -2.256 -0.265
C 3.155 1.656 4.493
O -4.163 4.833 -3.039
H 0.012 1.305 0.420
*
```

**LUMO energy**: 0.007 Ha

***

## B
Below is a 13-piece molecular cluster, C26H78O26 overall, with properties calculated with ωB97M-V/def2-TZVPD.

```
! wB97M-V def2-TZVPD RIJCOSX def2/J DEFGRID3
* xyz 0 1
H -5.612 -2.879 0.536
C 2.439 -5.134 0.163
C -3.643 5.311 -0.424
O -2.140 0.545 3.252
H 3.715 2.000 -1.670
H -1.687 4.596 1.889
H -0.393 1.845 0.848
O -0.579 -0.955 -3.283
C -3.099 -4.013 0.248
O 4.419 2.329 5.510
H -3.594 5.432 -1.506
H -4.619 -4.458 -0.747
H 2.571 2.371 2.062
H -1.448 5.282 -0.222
O -1.294 1.534 0.736
H -3.241 -1.876 0.302
H -4.590 4.847 -0.147
H 3.389 -5.491 -0.235
H 3.409 -3.587 0.118
C -3.661 -2.699 0.880
O -4.978 -2.474 1.131
H -0.549 -2.162 -4.914
O -2.004 2.875 -6.076
H -0.595 4.118 -5.144
O -6.116 0.027 -3.167
H 7.128 -0.380 2.749
C 6.550 1.318 1.541
O -2.458 4.355 1.370
H 1.216 -3.307 5.651
H -5.663 0.719 -3.655
H 2.236 4.232 -1.229
C -1.923 3.021 -3.774
H -5.828 -1.298 -1.680
H 0.749 -4.094 -0.428
H 2.166 2.975 4.102
H 4.147 2.487 6.416
C 3.110 -1.286 -3.073
H 0.272 -0.767 -2.879
H -0.442 0.794 -0.950
H -4.737 2.295 3.994
C 1.962 3.180 -1.146
H 0.433 -2.724 4.128
H -5.469 2.465 -1.428
H 5.776 2.084 1.580
O -0.800 2.401 -3.255
H -1.137 1.538 -3.003
H 5.098 -2.173 -2.984
H 4.234 -0.084 2.699
H 3.879 0.498 4.824
H -1.882 -0.011 -0.596
H -2.361 2.569 3.114
H -3.659 6.717 0.906
O 5.073 -0.417 2.372
H 2.184 -5.757 1.020
H 2.612 1.205 5.837
H 0.301 -2.900 -3.550
H -4.299 -0.394 -2.206
H 1.609 -5.229 4.921
H 0.750 -5.761 -1.105
H -0.725 -0.855 1.578
H 3.307 -2.654 4.358
C 2.310 -2.343 4.048
H -2.656 1.915 4.643
H -6.838 0.664 -0.915
H 2.781 -1.950 -3.873
C 2.418 1.929 3.923
C -5.756 0.534 -0.881
H 2.087 -1.673 -1.499
O -4.948 1.734 -1.088
C -1.627 3.771 -5.083
H 2.205 1.412 -2.231
C -1.891 -2.996 -3.566
C -4.278 1.720 3.190
H -4.776 0.756 3.295
O -3.861 6.667 -0.031
C -1.008 0.414 -0.101
H -2.024 -3.997 0.072
C 1.359 -4.897 -0.841
H 1.987 1.588 0.107
H -2.424 -1.236 -3.924
C 2.779 2.332 -2.120
H 3.260 -0.301 -3.513
H 4.783 -1.304 -1.585
O 2.785 -3.904 0.776
O 1.170 -0.107 1.005
C 3.365 1.424 5.080
O 6.452 0.701 0.347
C 6.280 0.302 2.687
H -2.029 -3.907 -4.148
O 1.737 -4.528 -2.166
H 7.620 1.506 1.631
H -5.566 0.057 0.080
H -1.190 2.667 -6.541
O 2.025 -1.013 -2.194
H -2.209 -3.199 -2.544
H -3.897 1.962 1.293
H -2.151 3.723 -0.586
H 0.910 3.104 -1.424
H 1.328 -5.110 -2.810
H -3.251 -2.604 1.886
H 1.720 -0.605 1.614
H 2.374 -1.338 4.466
H 1.560 1.286 3.726
C -0.166 -0.647 0.665
C 4.278 -1.955 -2.299
O 2.959 2.927 -3.383
C -2.811 1.696 3.586
H -2.740 2.300 -3.772
O -3.700 -4.251 -0.927
H 3.627 -3.813 -2.315
O 2.199 -2.156 2.652
H -2.153 3.804 -3.051
C -0.550 -2.280 -3.831
O 1.514 -4.644 4.166
O -2.815 -2.083 -4.150
O 4.090 -3.186 -1.755
O -4.434 2.363 1.980
H 6.030 -0.138 0.546
H 2.220 -3.014 2.221
H -2.263 4.626 -5.313
C -5.379 -0.380 -2.060
H -1.737 0.843 2.432
H -3.320 -4.879 0.872
H 0.088 -1.517 0.059
O 3.099 1.932 2.733
H 2.415 2.416 -3.988
H 6.337 0.852 3.626
C -2.304 4.639 -0.015
O 1.834 2.532 0.193
C 1.257 -3.291 4.562
*
```

**LUMO energy**: 0.000 Ha

***

Tell me which of them is the most stable. Sure, it is A.

***

## A
Below is one molecule with the formula C4H8BrF, with properties calculated with ωB97M-V/def2-TZVPD.

```
! wB97M-V def2-TZVPD RIJCOSX def2/J DEFGRID3
* xyz 0 1
F 0.586 1.954 0.009
H 0.580 -0.978 -1.459
H -0.774 0.078 -1.844
H -1.580 -0.569 0.184
Br 3.216 -0.073 0.026
C 1.464 -0.125 0.793
H 1.073 -1.194 0.716
C -0.942 0.258 0.632
C 0.443 0.553 -0.025
H -0.920 0.064 1.756
C 0.232 -0.006 -1.460
H 0.861 0.322 -2.327
H 1.683 0.497 1.748
H -1.563 1.284 0.526
*
```

**SMILES**: CC(C)(F)CBr
**LUMO energy**: 0.031 Ha

***

## B
Below is a 2-piece molecular cluster, C4H8BrF overall, with properties calculated with ωB97M-V/def2-TZVPD.

```
! wB97M-V def2-TZVPD RIJCOSX def2/J DEFGRID3
* xyz 0 1
C 3.369 1.345 0.247
H -0.699 -0.222 -2.054
H -1.154 -1.200 1.736
H -0.491 1.535 -1.373
H -1.924 0.751 -0.980
C -0.207 -0.294 -0.028
H 4.388 1.427 0.540
H 0.588 -0.911 -0.348
H -1.094 0.553 1.906
Br 3.288 -0.507 -0.371
H 0.410 -0.389 1.907
C -0.882 0.473 -1.145
C -0.494 -0.285 1.380
F 2.580 1.333 1.344
*
```

**LUMO energy (spin up / spin down)**: -0.053 / 0.026 Ha

***

Tell me which of them is the most stable. Sure, it is A.

***

## A
Below is a 2-piece molecular cluster, C4H12S2 overall, with properties calculated with ωB97M-V/def2-TZVPD.

```
! wB97M-V def2-TZVPD RIJCOSX def2/J DEFGRID3
* xyz -1 2
C -1.309 -1.591 1.048
H -0.398 -0.986 1.112
C 0.664 1.922 -1.387
H -2.399 0.281 2.008
H -1.322 -2.114 0.108
H 0.556 2.898 -0.923
H -0.170 1.316 -1.074
H -1.698 -3.594 1.962
S 2.228 1.184 -0.790
C -1.324 -2.606 2.206
H 4.032 0.545 -2.214
H 3.442 2.190 -2.592
C 3.154 1.172 -2.353
H -0.314 -2.711 2.628
H 0.747 1.997 -2.462
H -1.865 -2.192 3.053
H 2.535 0.822 -3.179
S -2.804 -0.540 0.988
*
```

**LUMO energy (spin up / spin down)**: 0.109 / 0.108 Ha

***

## B
Below is a 2-piece molecular cluster, C4H12S2 overall, with properties calculated with ωB97M-V/def2-TZVPD.

```
! wB97M-V def2-TZVPD RIJCOSX def2/J DEFGRID3
* xyz -1 2
H 1.204 0.807 2.196
H 2.245 -1.393 0.779
C 1.873 0.531 0.134
H -2.220 -0.217 -2.878
C -2.884 -0.240 -1.998
H -3.811 -0.761 -2.200
C 0.749 0.686 1.207
H 0.150 1.568 1.015
H 3.621 -0.846 -0.205
C 2.896 -0.545 0.553
S -2.026 -1.465 -0.873
H 2.299 1.539 0.071
H -2.914 0.764 -1.532
H 1.406 0.361 -0.827
H 3.334 -0.254 1.523
S -2.437 -0.312 1.160
H -3.674 0.022 0.792
H 0.189 -0.247 1.084
*
```

**LUMO energy (spin up / spin down)**: 0.139 / 0.136 Ha

***

Tell me which of them is the most stable. Sure, it is B.

***

## A
Below is one molecule with the formula C2H2Cl2S, with properties calculated with ωB97M-V/def2-TZVPD.

```
! wB97M-V def2-TZVPD RIJCOSX def2/J DEFGRID3
* xyz 0 1
Cl -2.830 -0.532 -0.013
H 1.075 0.931 0.269
S -0.032 -1.084 -0.122
C 1.223 -0.057 0.168
H -1.101 1.068 -0.545
Cl 2.888 -0.499 0.206
C -1.224 0.173 0.037
*
```

**LUMO energy (spin up / spin down)**: -0.010 / -0.030 Ha

***

## B
Below is one molecule with the formula C2H2Cl2S, with properties calculated with ωB97M-V/def2-TZVPD.

```
! wB97M-V def2-TZVPD RIJCOSX def2/J DEFGRID3
* xyz 0 1
C -0.330 -0.539 0.110
Cl 2.162 -1.061 0.156
C 0.859 0.007 0.084
S -1.942 0.113 0.116
H -0.284 -1.539 -0.192
H -1.697 1.312 -0.221
Cl 1.232 1.706 -0.052
*
```

**SMILES**: SC=C(Cl)Cl
**LUMO energy**: 0.025 Ha

***

Tell me which of them is the most stable. Sure, it is B.

***

## A
Below is a 2-piece molecular cluster, H5NOSi overall, with properties calculated with ωB97M-V/def2-TZVPD.

```
! wB97M-V def2-TZVPD RIJCOSX def2/J DEFGRID3
* xyz 0 1
H 0.841 1.391 -0.744
H -2.793 0.604 -0.233
H 2.748 -1.129 -0.994
Si 1.060 0.243 0.005
H 0.364 0.227 1.220
O -2.020 0.069 0.066
N 1.927 -1.058 -0.252
H -2.128 -0.346 0.931
*
```

**SMILES**: N=[SiH2].O
**LUMO energy**: 0.019 Ha

***

## B
Below is a 2-piece molecular cluster, H5NOSi overall, with properties calculated with ωB97M-V/def2-TZVPD.

```
! wB97M-V def2-TZVPD RIJCOSX def2/J DEFGRID3
* xyz 0 1
H -1.918 -0.855 0.022
H 0.792 0.449 -1.084
Si 1.489 0.085 0.101
H 1.812 -1.369 0.258
N -1.522 -0.079 -0.421
O -0.873 0.383 0.750
H 2.486 0.804 0.859
H -2.267 0.580 -0.484
*
```

**LUMO energy (spin up / spin down)**: -0.019 / -0.018 Ha

***

Tell me which of them is the most stable. Sure, it is A.